98
Properties=species:S:1:pos:R:3:mulliken_charge:R:1 method="wB97M-V/def2-TZVPD" max_force_ev_per_a=5.02 total_energy_ev=-259500.149 charge=-1 orbital_gap_ha=0.043 e_lumo_ev=-3.5835
C -0.89099 0.02275 5.12386 -0.851
O -0.31143 -0.80575 4.12819 -0.220
C -1.25010 -1.06963 3.10280 -0.431
C -0.69007 -2.15076 2.15714 0.035
N -1.20546 -1.99662 0.79846 -0.622
P 1.17572 -2.31047 2.10467 0.046
O 1.54534 -3.05389 3.54097 -0.457
O 1.79404 -0.79903 2.23235 -0.257
H -0.08347 0.45573 5.70272 0.245
H -1.51064 0.79477 4.66615 0.346
H -1.53165 -0.58876 5.76398 0.310
H -2.17926 -1.40341 3.56990 0.276
H -1.47372 -0.15663 2.54008 0.313
H -1.06319 -3.10576 2.53444 0.242
H -1.35782 -1.02099 0.58366 0.292
H -2.09379 -2.47007 0.72210 0.233
H 0.88643 -3.74711 3.64675 0.301
H 2.31309 -0.74911 3.04479 0.250
F -4.22947 -2.19529 2.53232 -0.296
C -5.16994 -2.00814 1.58180 0.272
C -5.66670 -0.73858 1.36185 -0.570
C -6.63017 -0.56096 0.38442 0.103
C -7.08696 -1.65276 -0.35088 -1.537
C -6.57043 -2.91482 -0.10915 -0.544
C -5.59996 -3.09905 0.86114 -0.266
H -5.30990 0.09811 1.94799 0.526
H -7.02459 0.43172 0.20370 0.389
H -7.84721 -1.51023 -1.10883 0.651
H -6.93061 -3.76739 -0.68350 0.765
H -5.17903 -4.07858 1.05826 0.397
Be -5.65435 -5.11406 -1.51777 0.260
O -7.15859 -7.36473 -2.43948 -0.934
H -6.77730 -8.14395 -2.86031 0.150
C -7.31971 3.26745 0.56066 0.771
O -6.74432 4.32967 0.87320 -0.587
O -7.82857 3.24594 -0.74401 -0.484
O -7.48982 2.25219 1.24296 -0.660
H -7.56620 4.13708 -1.02447 0.282
K -5.68752 -2.46945 -2.85244 0.633
O 7.02443 1.96718 -1.77287 -0.895
P 5.62873 1.90923 -1.21914 0.615
N 4.79087 0.99740 -2.41243 0.301
C 4.71533 1.49775 -3.77370 -1.006
C 5.22743 -0.39336 -2.40985 -1.439
N 5.25011 3.58223 -1.22018 0.292
C 4.16105 4.16916 -1.96300 -1.067
C 6.37684 4.50052 -1.13767 -0.980
N 4.42558 1.59534 0.03772 0.120
C 5.02586 1.14120 1.30123 -0.932
C 3.18261 0.87396 -0.19799 -0.811
H 4.11906 0.80886 -4.37623 0.354
H 5.70156 1.60519 -4.24520 0.298
H 4.20320 2.45655 -3.81751 0.273
H 5.21468 -0.79906 -1.39332 0.303
H 6.24614 -0.50651 -2.80017 0.363
H 4.54920 -1.00759 -3.00485 0.454
H 4.43542 4.36052 -3.00985 0.367
H 3.87311 5.12530 -1.51630 0.352
H 3.26858 3.54163 -1.94160 0.234
H 6.85463 4.66669 -2.11284 0.277
H 7.13554 4.12510 -0.45629 0.310
H 6.03518 5.46291 -0.74891 0.356
H 5.39080 0.10919 1.24000 0.326
H 4.30202 1.20512 2.11457 0.294
H 5.87216 1.78360 1.56558 0.310
H 3.32649 -0.20469 -0.32716 0.240
H 2.64950 1.25766 -1.06213 0.239
H 2.52882 1.01826 0.66305 0.419
Br -8.14082 7.04542 -0.28180 -0.174
C -7.14393 7.40825 1.33985 -0.482
C -8.04231 7.43150 2.53931 -0.227
Br -9.06724 9.08819 2.65412 -0.178
H -6.60732 8.33790 1.17990 0.452
H -6.43816 6.58427 1.42721 0.301
H -7.46158 7.39427 3.45674 0.379
H -8.75362 6.61522 2.53211 -0.054
O -11.49472 5.49797 4.56425 -0.459
S -10.33559 4.66778 4.24398 1.354
O -9.13229 5.29815 4.78960 -0.435
O -10.24199 4.54238 2.78378 -0.374
O -10.46453 3.32851 4.81754 -0.446
C 8.16238 -6.34870 -1.98983 -0.683
O 7.39693 -5.96610 -3.14055 -0.348
P 6.44021 -4.69100 -3.07387 1.174
O 6.69680 -3.79732 -1.94668 -0.650
O 4.97989 -5.27137 -3.17428 -0.347
C 4.60461 -6.34857 -2.31111 -0.623
O 6.57466 -4.05300 -4.50416 -0.342
C 7.72752 -3.24908 -4.78464 -0.712
H 8.00665 -7.41140 -1.81135 0.250
H 9.21707 -6.17157 -2.19274 0.265
H 7.86826 -5.79085 -1.10296 0.344
H 5.08401 -6.26050 -1.33508 0.311
H 4.87510 -7.29717 -2.77438 0.246
H 3.52784 -6.30716 -2.17872 0.267
H 8.40338 -3.80664 -5.43163 0.253
H 8.24761 -2.95384 -3.87363 0.355
H 7.39456 -2.35434 -5.30438 0.247

---

11
Properties=species:S:1:pos:R:3:mulliken_charge:R:1 method="wB97M-V/def2-TZVPD" max_force_ev_per_a=4.59 de_lowest_kj_mol=330.4 total_energy_ev=-11474.968 orbital_gap_ha=0.366 e_lumo_ev=0.7667
F 2.57482 0.81757 0.12059 -0.259
C 1.84023 -0.35422 -0.09188 -0.188
C 0.41438 0.07001 0.00175 0.448
N 0.03196 1.30096 -0.08561 -0.227
O -1.36471 1.35742 -0.04769 -0.226
C -1.90771 -0.01631 0.08529 -0.060
O -0.73537 -0.75729 -0.00949 -0.348
H 2.09753 -1.09502 0.68866 0.227
H 2.07523 -0.84627 -0.98043 0.243
H -2.49860 -0.15364 1.18429 0.193
H -2.52777 -0.32320 -0.86548 0.196